DFT (wB97M-V/def2-TZVPD) results for a structure of composition C23H21BrCeN4O8.

```
! wB97M-V def2-TZVPD RIJCOSX def2/J DEFGRID3
* xyz 2 1
H -5.14 0.05 3.01
C -2.41 -1.91 3.32
C 0.08 2.98 -2.81
H 3.25 4.12 -2.35
C 2.02 -0.82 -1.42
C 1.70 0.13 2.10
H 2.10 -2.23 -3.01
C 2.32 3.89 -2.85
C -4.39 -1.60 4.93
H 2.53 -2.92 -1.47
H -1.63 -0.95 -3.70
C 2.35 -0.74 0.07
H -3.92 0.63 0.92
H 0.84 4.13 -5.90
C -3.50 -0.08 1.62
H 2.94 4.69 -4.73
O 0.87 -0.06 -1.66
C -1.00 2.30 -2.09
C 1.28 3.29 -2.16
N -2.31 -0.61 1.32
C 0.40 -2.82 -1.77
C -3.63 -1.34 3.64
O -5.10 -0.72 5.36
H 0.22 -3.09 -0.73
O -0.41 1.17 2.09
H 2.81 0.39 -2.71
H -0.82 -1.93 1.88
O 3.13 -0.25 -2.06
N -4.21 -2.81 5.50
C -1.78 -1.52 2.15
O -1.23 2.60 -0.84
C 3.64 -0.98 0.53
H -4.76 -3.02 6.33
H -1.00 3.01 -4.66
C -0.07 3.26 -4.16
C -4.19 -0.41 2.77
H -1.92 -2.63 3.97
O -1.56 1.25 -2.51
C 0.96 3.89 -4.85
Br 1.62 2.82 -0.33
H 1.58 1.24 4.34
Ce -0.77 0.53 -0.35
C 2.14 4.20 -4.19
O -1.46 -1.38 -1.25
H 4.39 -1.35 -0.14
C 2.94 -0.10 2.65
H 0.28 -3.73 -2.36
C 0.61 0.93 2.73
C 3.93 -0.69 1.85
H 3.18 0.18 3.66
C 1.82 -2.25 -1.96
H -3.80 -3.58 5.01
C -0.69 -1.87 -2.18
H -0.32 -1.98 -4.15
N 1.40 -0.23 0.84
N -0.95 -1.64 -3.43
H 4.91 -0.87 2.25
O 0.74 1.45 3.92
*
```

Energy   -4758.842128 a.u.
HOMO   -14.6 eV
LUMO energy   -7.915 eV
Energy relative to the best compared isomer or geometry (same formula, charge and spin)   26.11 kcal/mol



DFT (wB97M-V/def2-TZVPD) results for a structure of composition C23H21BrIrN5O14.

```
! wB97M-V def2-TZVPD RIJCOSX def2/J DEFGRID3
* xyz 0 1
C 1.79 -3.87 -4.43
H 4.91 -5.34 3.74
H 5.87 -3.39 2.58
O 0.65 -2.76 0.39
O 0.02 3.09 -2.85
C -0.64 0.35 -3.25
O 1.13 3.07 -4.69
H 0.91 -5.25 -5.81
O -2.63 -1.19 2.76
H 3.33 -5.03 -2.37
C -1.17 -0.88 -3.78
H -0.11 1.81 -6.32
C -0.99 -0.13 -6.03
H 2.47 -5.79 3.62
C 1.49 -2.56 -2.41
N -1.49 -1.99 -2.91
C 4.81 -3.59 2.51
O -2.54 0.56 -0.31
H -2.92 2.27 0.81
C -0.90 2.25 0.19
N -1.20 -0.36 -7.46
C 4.00 -2.74 1.78
C 2.10 -4.11 2.34
H 2.44 -6.54 -4.31
O 1.80 -0.97 0.65
O -0.71 3.57 0.18
H -2.69 2.48 -0.93
O -1.66 -1.81 -1.70
C 4.27 -4.69 3.17
H 0.24 3.74 0.25
O -1.70 -1.42 -7.79
C 0.91 -5.08 -4.74
N 1.85 -3.67 -2.96
O -0.50 0.60 -2.03
C -0.26 1.29 -4.27
H 1.41 -2.96 -4.88
H -3.91 0.34 1.26
H -3.66 -1.06 0.18
C 2.28 -4.82 -2.14
H -1.77 -2.03 -5.49
C -2.21 -0.83 1.69
C 1.67 -2.20 0.88
Br 4.84 -1.29 0.93
O -0.02 1.46 0.42
C 1.43 -6.04 -2.48
H 1.82 -6.90 -1.93
H 1.04 -4.29 2.26
C -1.34 -1.10 -5.14
H -0.11 -4.86 -4.42
C -0.42 1.07 -5.60
C 1.43 -6.30 -3.98
H 0.80 -7.17 -4.21
C 2.91 -4.95 3.09
N 1.18 -1.55 -1.93
O -1.61 -3.09 -3.40
O -0.87 0.52 -8.23
C -2.36 1.92 -0.06
N 0.35 2.58 -3.90
H 2.81 -4.04 -4.78
C -3.17 -0.23 0.69
H 2.20 -4.55 -1.10
O -0.92 -0.94 1.37
Ir -0.03 -0.90 -0.36
H 0.40 -5.85 -2.14
C 2.63 -3.00 1.68
*
```

Energy   -4894.232788 a.u.
HOMO (spin up / spin down)   -8.6 / -8.6 eV
LUMO energy (spin up / spin down)   -1.598 / -1.597 eV
Energy relative to the best compared isomer or geometry (same formula, charge and spin)   20.25 kcal/mol



DFT (wB97M-V/def2-TZVPD) results for a structure of composition C23H21CeF3N2O9P2S.

```
! wB97M-V def2-TZVPD RIJCOSX def2/J DEFGRID3
* xyz -1 2
H 4.56 -1.10 -4.41
O -1.76 -3.20 2.47
C -7.39 2.89 -2.78
F -7.12 3.36 -4.02
H 1.14 -5.06 -1.14
O 0.95 -0.88 3.57
H 6.12 -0.49 -2.60
O 3.17 -3.58 -0.74
H 4.41 4.04 3.19
P -1.01 -3.63 3.71
H 1.18 -3.59 3.69
O -0.37 -0.01 5.58
H 5.24 0.19 -0.39
C -4.80 0.21 -2.37
H 1.24 -0.38 -1.79
H -6.36 0.63 -3.77
C -5.85 0.95 -2.87
C 4.05 3.73 2.22
C 3.17 2.04 0.76
C 2.30 -0.38 -1.99
F -7.72 3.96 -2.04
F -8.52 2.16 -2.92
O -1.37 -4.77 4.55
C -4.55 1.77 -0.56
H 3.64 1.70 2.82
C -2.05 -0.78 -0.31
P -0.40 -0.80 4.20
C 3.63 2.42 2.02
O 1.79 -2.37 0.54
C -5.61 2.51 -1.06
C 3.53 4.25 -0.08
S 2.56 0.37 0.63
H -4.04 2.08 0.34
O -1.44 -0.31 3.24
C 4.00 4.64 1.17
C 2.80 -0.76 -3.23
N 0.98 0.43 0.57
C 3.19 -0.03 -0.99
C 5.05 -0.45 -2.43
H 2.76 2.63 -1.26
C -3.02 -0.15 -0.72
O 0.48 -3.68 3.04
H -0.75 -3.66 -0.99
C 1.01 -4.48 -0.23
H 3.49 4.97 -0.89
C 4.17 -0.79 -3.45
H -0.97 -4.50 0.40
C -6.26 2.11 -2.21
H -5.92 3.40 -0.54
H 1.17 -5.15 0.61
H 0.65 1.14 -0.08
C 2.10 -3.40 -0.16
C -4.12 0.60 -1.21
H -4.47 -0.69 -2.88
O -0.84 -2.30 4.66
H -1.26 0.19 5.91
Ce -0.32 -1.62 1.46
C 4.56 -0.06 -1.19
H 2.12 -1.05 -4.02
C 3.11 2.95 -0.29
N -0.33 -3.89 -0.10
H 4.32 5.66 1.33
*
```

Energy   -3531.836950 a.u.
HOMO (spin up / spin down)   -5.3 / -5.8 eV
LUMO energy (spin up / spin down)   2.220 / 2.220 eV
Energy relative to the best compared isomer or geometry (same formula, charge and spin)   9.13 kcal/mol



DFT (wB97M-V/def2-TZVPD) results for a structure of composition C23H21Cl2N5O5V.

```
! wB97M-V def2-TZVPD RIJCOSX def2/J DEFGRID3
* xyz -1 1
H 3.83 3.65 3.57
H 1.30 2.21 0.68
H 1.69 3.13 4.12
C -2.78 1.52 -3.23
N 0.58 -1.19 -1.27
N -3.52 1.01 -2.05
H -5.06 -0.19 -1.44
V -0.25 0.28 -1.26
C 6.51 2.03 1.15
C -1.04 -3.11 -1.07
C -0.15 -5.30 -0.55
O -1.07 2.37 -4.47
N 6.12 1.13 0.26
H 1.97 -5.36 -0.17
H -0.31 -6.36 -0.40
C -3.51 1.84 -0.84
O -1.12 2.26 -0.96
H -3.03 2.57 -3.27
C 1.11 -4.75 -0.43
C 5.65 2.63 2.05
Cl -3.15 -2.17 -1.17
O -2.31 2.92 0.82
H -2.23 -4.88 -0.91
C -2.17 2.37 -0.27
C 4.82 0.83 0.29
C 0.48 0.71 3.56
C 1.16 1.58 2.72
N 3.91 1.35 1.11
H 0.66 0.75 4.63
C -3.85 -1.96 0.25
H -2.43 -2.20 -2.90
H 4.46 0.10 -0.43
C 0.87 1.51 1.37
C -0.40 -0.22 3.02
N 0.05 0.61 0.84
H -3.59 -3.29 -1.66
O -1.69 -0.23 -1.08
H -4.11 2.73 -1.04
C -1.22 -4.45 -0.86
H -1.27 -0.94 1.20
O -0.35 0.78 -3.10
Cl 2.93 -2.79 -0.46
C -1.25 1.56 -3.58
H 7.57 2.29 1.14
H 6.00 3.37 2.76
H -3.98 1.25 -0.04
H -3.22 1.05 -4.11
C 4.31 2.26 2.00
C -0.58 -0.25 1.66
C -4.24 -0.04 -2.13
C 0.25 -2.52 -1.01
H -4.01 -2.92 0.77
H -0.94 -0.92 3.65
C 2.10 2.57 3.29
C 3.37 2.86 2.97
C 1.29 -3.39 -0.65
H -4.15 -0.62 -3.05
*
```

Energy   -3403.043766 a.u.
HOMO   -3.1 eV
LUMO energy   1.644 eV